# 1
Formula: C31H41As3ClHgN2
Source: OMol25
Level of theory: ωB97M-V/def2-TZVPD

Computed properties:
* energy relative to the best compared isomer or geometry (same formula, charge and spin): 9.8 kcal per mole
* DFT total energy: -8636.2129 Ha
* <S²>: 0.76
* HOMO energy (spin up / spin down): -6.327 / -7.762 eV
* 2S+1: 2
* LUMO (spin up / spin down): 0.00398 / -0.01121 Eh

Structure (XYZ):
```
79
Properties=species:S:1:pos:R:3:lowdin_charge:R:1
Hg -0.66570 0.34095 -1.38324 0.8303
C 0.44420 2.48224 3.52297 -0.3508
As 0.08863 1.64039 1.77672 1.0201
C -1.70461 1.01810 2.27308 -0.3506
C 0.93354 -0.13036 2.06722 -0.3820
C 2.42446 -0.36489 1.76684 -0.6673
C 2.76081 -1.80752 2.17096 -0.0654
C 2.74428 -0.27725 0.25698 -0.3939
As 2.59968 1.41806 -0.75500 1.0156
C 4.39761 2.14937 -0.40984 -0.3522
C 3.11716 0.58663 -2.45785 -0.3543
C 3.32863 0.63967 2.50568 -0.3908
As 3.50640 0.85167 4.47807 1.1221
C 2.21915 -0.33974 5.36807 -0.3456
C 5.03115 -0.36453 4.70873 -0.3542
H 0.19425 1.81470 4.34979 0.0091
H -0.18956 3.36658 3.59397 0.0142
H 1.48131 2.79797 3.62029 -0.0213
H -1.65424 0.26655 3.06394 0.0218
H -2.19781 0.59049 1.40066 -0.0215
H -2.29678 1.86424 2.62160 0.0191
H 0.34988 -0.81757 1.44534 0.0350
H 0.73322 -0.39739 3.10731 0.0515
H 2.21798 -2.51389 1.53743 0.0877
H 2.48576 -2.01179 3.20444 0.0546
H 3.83045 -2.00267 2.05324 0.0853
H 2.08997 -0.97580 -0.27641 0.0576
H 3.77045 -0.62726 0.10377 0.0739
H 5.13911 1.34978 -0.35117 0.0217
H 4.42718 2.73473 0.50781 0.0051
H 4.65718 2.80549 -1.24116 0.0137
H 4.03707 0.01104 -2.33892 0.0240
H 3.28675 1.36458 -3.20183 0.0170
H 2.32455 -0.06965 -2.81894 -0.0045
H 3.06682 1.64000 2.15153 0.0200
H 4.36174 0.46392 2.18936 0.0649
H 1.19069 -0.02361 5.21094 -0.0081
H 2.43498 -0.25816 6.43398 0.0166
H 2.33115 -1.38151 5.07728 0.0067
H 5.91549 0.05034 4.22627 0.0149
H 4.81823 -1.34530 4.28274 0.0124
H 5.24230 -0.48022 5.77154 0.0155
C -0.30807 0.41778 -5.89282 -0.0946
C -1.10718 -0.61340 -6.36407 -0.0928
C -1.77480 -1.44340 -5.47519 -0.0489
C -1.63708 -1.28355 -4.09229 -0.2140
C -0.82365 -0.24907 -3.64500 -0.2371
C -0.17470 0.60631 -4.51863 -0.1655
C -2.33095 -2.20255 -3.13214 -0.2298
C -3.36482 -3.08057 -3.57024 -0.0037
C -3.97343 -3.90385 -2.67748 -0.0062
C -3.58114 -3.88193 -1.31817 -0.1611
C -4.15588 -4.70965 -0.32317 -0.0385
C -3.71883 -4.64115 0.96759 -0.0827
C -2.69977 -3.72554 1.32404 -0.0744
C -2.14287 -2.90583 0.38624 -0.0200
C -2.56243 -2.97531 -0.96606 -0.2169
N -1.96084 -2.16264 -1.87733 0.1009
H 0.21272 1.06880 -6.58494 0.0990
H -1.21658 -0.77103 -7.42966 0.0997
H -2.39807 -2.23293 -5.87636 0.0946
H 0.43438 1.41959 -4.14171 0.0747
H -3.67464 -3.08517 -4.60436 0.0980
H -4.76403 -4.57541 -2.99196 0.1177
H -4.94513 -5.39619 -0.60853 0.1120
H -4.15128 -5.28159 1.72555 0.1016
H -2.36962 -3.67100 2.35449 0.1032
H -1.37551 -2.18499 0.64314 0.0786
Cl -5.93217 3.79287 -2.09074 0.6685
C -4.29342 3.90835 -1.53676 -0.6573
C -3.65587 5.13319 -1.47434 -0.0941
C -2.34483 5.16365 -1.02921 -0.0567
C -1.73381 3.97414 -0.66369 -0.1625
N -2.35628 2.79858 -0.72052 0.0130
C -3.61202 2.76317 -1.15436 -0.1748
H -4.17404 6.03592 -1.77019 0.1093
H -1.80530 6.09966 -0.96908 0.1065
H -0.70773 3.94422 -0.31205 0.0787
H -4.09387 1.79212 -1.20426 0.1077
```



# 2
Formula: C7H14N3
Source: OMol25
Level of theory: ωB97M-V/def2-TZVPD

Computed properties:
* energy relative to the best compared isomer or geometry (same formula, charge and spin): 51.0 kcal per mole
* DFT total energy: -439.1069 Ha
* HOMO energy: -15.303 eV
* LUMO: -0.12217 Eh
* charge: +1

Structure (XYZ):
```
24
Properties=species:S:1:pos:R:3:lowdin_charge:R:1
C -2.46727 -0.30081 0.76321 -0.0600
C -1.04994 0.00512 1.19038 -0.1742
C -0.13395 0.36661 -0.01882 -0.2727
C -0.76870 1.34417 -0.94229 -0.2045
N -1.09747 2.28561 -1.51338 0.2238
C 1.18279 0.96230 0.49486 -0.1899
C 1.14147 2.42459 1.05080 -0.0427
C 0.36699 -0.94379 -1.21692 -0.2257
N 1.02252 -0.44328 -2.23532 0.2154
N 0.02418 -2.11752 -0.84345 0.2390
H -2.76509 0.42368 0.10387 0.0427
H -2.44670 -1.21933 0.18312 0.0751
H -3.20149 -0.40703 1.53422 0.0913
H -0.93838 0.78589 1.95987 0.1344
H -0.63393 -0.86247 1.65170 0.1050
H 1.96644 0.90413 -0.31000 0.1227
H 1.45452 0.27413 1.21385 0.0895
H 0.49923 2.52155 1.92385 0.0792
H 0.84078 3.10632 0.31596 0.0488
H 2.18616 2.67401 1.32032 0.0972
H 1.33573 0.52572 -2.33090 0.1489
H 1.39094 -1.18683 -2.86913 0.1695
H -0.56219 -2.23719 -0.01588 0.1316
H 0.05614 -2.93271 -1.44506 0.1558
```



# 3
Formula: C6H11N2
Source: OMol25
Level of theory: ωB97M-V/def2-TZVPD

Computed properties:
* energy relative to the best compared isomer or geometry (same formula, charge and spin): 130.9 kcal per mole
* DFT total energy: -344.3065 Ha
* HOMO energy (spin up / spin down): -11.913 / -11.912 eV
* LUMO (spin up / spin down): -0.19213 / -0.19216 Eh
* charge: +1

Structure (XYZ):
```
19
Properties=species:S:1:pos:R:3:lowdin_charge:R:1
C -1.47908 -1.54757 1.23662 -0.2144
C -0.15934 -0.94818 -0.84610 0.1914
C -1.23531 -0.65205 -0.02070 -0.2489
C 1.39105 1.58821 -0.64497 -0.1469
C -1.98092 -2.84738 1.57429 0.0230
C 1.49225 2.63302 -1.67359 -0.0994
N -1.00564 -0.43710 1.46190 0.2543
N 1.94338 1.75555 0.50011 0.1026
H 0.73606 -1.39244 -0.45066 0.0863
H -0.23286 -0.80662 -1.90937 0.0875
H -2.10628 -0.15651 -0.42993 0.1358
H -2.64664 -2.75701 2.43364 0.1136
H -1.15382 -3.50673 1.85034 0.1168
H -2.51786 -3.30448 0.74385 0.1094
H 2.53837 2.74898 -1.96593 0.0929
H 1.15667 3.58799 -1.27241 0.0880
H 0.91638 2.39406 -2.56300 0.0671
H 2.47395 2.59602 0.75178 0.1345
H 1.86962 1.05223 1.22413 0.1064
```



# 4
Formula: C3H6NO3
Source: OMol25
Level of theory: ωB97M-V/def2-TZVPD

Computed properties:
* energy relative to the best compared isomer or geometry (same formula, charge and spin): 84.1 kcal per mole
* DFT total energy: -398.0068 Ha
* HOMO energy: -14.082 eV
* LUMO: -0.14177 Eh
* charge: +1

Structure (XYZ):
```
13
Properties=species:S:1:pos:R:3:lowdin_charge:R:1
N 1.02537 -1.28611 -0.00683 0.2274
C -0.09878 -0.49572 0.56285 -0.0141
C -0.95733 0.29225 -0.43760 -0.3553
O -2.19588 0.27187 -0.86318 0.1879
O 0.20448 0.89702 -1.04985 0.0899
C -0.03090 1.02669 0.37126 -0.3550
O 0.08913 2.08536 1.13277 0.1880
H 1.81979 -1.36653 0.64080 0.1849
H 1.30052 -0.71638 -0.84142 0.1754
H 0.73609 -2.22710 -0.30314 0.1849
H -0.55031 -0.90766 1.45411 0.1702
H -2.30559 -0.07931 -1.76111 0.1578
H 0.96341 2.50562 1.10134 0.1579
```